C3H2N2O3 in the gas phase, computed with the ωB97M-V functional and the def2-TZVPD basis.

```
10
Properties=species:S:1:pos:R:3:forces:R:3:mulliken_charge:R:1
C -1.7284 0.1679 -0.0273 0.970 3.501 -2.205 0.188
C 0.4082 -1.0269 0.1921 1.034 -1.149 0.726 0.510
C 1.9615 -0.8228 0.0560 9.272 6.619 -3.994 0.172
H 0.4823 2.0384 0.4758 -0.191 -3.196 -2.145 0.370
H -1.8205 1.3388 -0.4785 -0.024 -2.755 1.543 0.240
N -0.3084 0.1699 0.6223 0.168 -0.878 -2.687 0.035
N 3.1006 -0.2220 -0.3430 -11.130 -6.372 4.088 -0.361
O 0.4108 1.1769 -0.1666 -0.820 3.123 3.280 -0.452
O -2.4451 -0.7074 -0.3459 0.505 -0.044 1.132 -0.304
O -0.0609 -2.1128 0.0154 0.217 1.152 0.263 -0.399
```
Positions in Å, forces in eV/Å.

## Properties
- total energy (hartree) = -450.55086
- frontier orbital gap (eV) = 10.174
- net charge = 0
- F_max (eV Å⁻¹) = 13.5
- highest occupied orbital energy (eV) = -11.11
- SMILES = N#CC(=O)N(O)C=O